Entry 1:
Formula: C2H6N2O3
Source: the Open Molecules 2025 dataset
Level of theory: wB97M-V/def2-TZVPD

The calculation puts the LUMO energy at 0.785 eV. The calculation puts the gap between HOMO and LUMO at 0.38670 Ha. The SMILES is CCN(O)[N+](=O)[O-]. For the energy above the lowest of the compared OMol25 structures with the same formula, charge and spin, the calculation gives 656.9 kJ/mol.

Structure (ORCA input):
```
! wB97M-V def2-TZVPD RIJCOSX def2/J DEFGRID3
* xyz 0 1
C 1.472 -0.201 -0.509
C 0.572 -0.295 0.757
N -0.704 0.304 0.550
O -0.641 1.624 0.206
N -1.676 -0.368 -0.256
O -1.657 -1.548 -0.349
O -2.492 0.303 -0.730
H 1.833 0.805 -0.529
H 2.346 -0.919 -0.384
H 0.927 -0.448 -1.473
H 0.505 -1.451 0.901
H 1.082 0.291 1.558
H -1.566 1.901 0.258
*
```

=====

Entry 2:
Formula: H5N3S
Source: the Open Molecules 2025 dataset
Level of theory: wB97M-V/def2-TZVPD

The calculation puts the LUMO energy (alpha / beta) at 0.004 / -0.050 eV. The calculation puts the gap between HOMO and LUMO (alpha / beta) at 0.29056 / 0.29077 Ha. For the energy above the lowest of the compared OMol25 structures with the same formula, charge and spin, the calculation gives 285.0 kJ/mol.

Structure (ORCA input):
```
! wB97M-V def2-TZVPD RIJCOSX def2/J DEFGRID3
* xyz 0 1
N 0.230 1.575 0.227
N -2.550 -0.851 0.162
N -0.607 0.564 0.335
S -2.104 0.559 -0.201
H -0.081 2.338 -0.377
H 0.805 1.965 0.978
H 1.832 -1.650 0.590
H -3.479 -1.213 0.002
H 1.153 -1.174 0.337
*
```

=====

Entry 3:
Formula: C6H10
Source: the Open Molecules 2025 dataset
Level of theory: wB97M-V/def2-TZVPD

The calculation puts the LUMO energy (alpha / beta) at -0.736 / -0.735 eV. The calculation puts the gap between HOMO and LUMO (alpha / beta) at 0.27216 / 0.27109 Ha. For the energy above the lowest of the compared OMol25 structures with the same formula, charge and spin, the calculation gives 386.6 kJ/mol.

Structure (ORCA input):
```
! wB97M-V def2-TZVPD RIJCOSX def2/J DEFGRID3
* xyz 0 1
C 0.135 1.535 0.062
C 0.707 0.120 0.090
C 1.201 -0.242 1.502
C -0.147 -1.009 -0.408
C -1.311 -1.057 -1.116
C -1.983 0.130 -1.557
H 0.889 2.229 0.453
H -0.759 1.603 0.690
H -0.167 1.838 -0.940
H 1.591 0.089 -0.571
H 1.675 -1.230 1.530
H 1.933 0.494 1.849
H 0.365 -0.245 2.211
H -1.652 -2.070 -1.361
H 0.300 -1.980 -0.175
H -2.776 -0.207 -2.260
*
```

=====

Entry 4:
Formula: C4H8O3
Source: the Open Molecules 2025 dataset
Level of theory: wB97M-V/def2-TZVPD

The calculation puts the LUMO energy at 0.687 eV. The calculation puts the gap between HOMO and LUMO at 0.33338 Ha. The SMILES is CC(O)=C=O.CO. For the energy above the lowest of the compared OMol25 structures with the same formula, charge and spin, the calculation gives 280.3 kJ/mol.

Structure (ORCA input):
```
! wB97M-V def2-TZVPD RIJCOSX def2/J DEFGRID3
* xyz 0 1
C 0.302 -1.873 0.307
C 1.304 -0.825 -0.073
O 2.600 -0.907 0.439
C 1.062 0.207 -0.867
O 0.911 1.144 -1.557
H -0.705 -1.592 -0.014
H 0.304 -2.002 1.398
H 0.553 -2.843 -0.144
H 3.073 -1.588 -0.060
C -1.678 2.001 -0.094
O -1.479 0.627 0.191
H -0.786 2.600 0.125
H -2.533 2.409 0.462
H -1.883 2.082 -1.164
H -1.044 0.562 1.050
*
```

=====

Entry 5:
Formula: C5H10O2
Source: the Open Molecules 2025 dataset
Level of theory: wB97M-V/def2-TZVPD

The calculation puts the LUMO energy at 0.816 eV. The calculation puts the gap between HOMO and LUMO at 0.34159 Ha. For the energy above the lowest of the compared OMol25 structures with the same formula, charge and spin, the calculation gives 435.6 kJ/mol.

Structure (ORCA input):
```
! wB97M-V def2-TZVPD RIJCOSX def2/J DEFGRID3
* xyz 0 1
O -0.227 -0.059 -3.071
C -0.166 0.373 -1.726
C 0.653 -0.772 -1.122
C 0.817 0.910 1.046
C -0.083 -0.099 1.757
C -0.840 -0.993 0.775
O 0.143 -1.488 -0.163
H 0.637 -0.484 -3.214
H -1.199 0.528 -1.392
H 0.364 1.334 -1.633
H 1.433 0.419 0.273
H 0.236 1.709 0.573
H 1.541 1.359 1.726
H -0.813 0.416 2.392
H 0.524 -0.737 2.408
H -1.647 -0.468 0.258
H -1.253 -1.883 1.258
*
```

=====

Entry 6:
Formula: C21H50BN2O13P2
Source: the Open Molecules 2025 dataset
Level of theory: wB97M-V/def2-TZVPD

The calculation puts the LUMO energy (alpha / beta) at 0.631 / 0.631 eV. The calculation puts the gap between HOMO and LUMO (alpha / beta) at 0.31271 / 0.33800 Ha.

Structure (ORCA input):
```
! wB97M-V def2-TZVPD RIJCOSX def2/J DEFGRID3
* xyz 0 2
C 1.433 -2.354 0.091
N 0.579 -1.379 0.811
C 0.202 -1.875 2.163
B -0.720 -1.147 0.139
O -1.415 -2.267 -0.454
C -1.404 0.315 -0.015
C -2.947 0.086 0.206
O -3.633 -0.281 -0.994
C -4.970 -0.591 -0.625
O -5.890 0.246 -1.302
C -7.196 -0.218 -0.955
C -8.207 0.938 -0.773
O -8.985 1.058 -1.974
C -0.911 1.253 1.148
C -0.787 2.781 0.800
C 0.412 3.385 1.616
C -2.073 3.486 1.393
N -0.748 3.096 -0.641
O -1.877 3.466 -1.128
C -0.105 2.053 -1.460
C 1.376 1.757 -1.102
C -0.098 2.617 -2.948
C -1.034 0.799 -1.473
H 2.440 -1.890 -0.019
H 1.066 -2.606 -0.920
H 1.546 -3.254 0.736
H -0.115 -2.939 2.122
H 1.022 -1.708 2.894
H -0.643 -1.239 2.522
H -1.112 -2.272 -1.368
H -3.025 -0.789 0.904
H -3.441 0.926 0.745
H -5.110 -1.668 -0.871
H -5.142 -0.444 0.466
H -7.193 -0.796 -0.002
H -7.572 -0.928 -1.724
H -8.925 0.634 0.027
H -7.755 1.889 -0.439
H -9.388 1.926 -1.940
H -1.673 1.182 1.959
H 0.044 0.934 1.607
H 1.340 2.801 1.489
H 0.524 4.469 1.439
H 0.111 3.279 2.682
H -1.997 3.338 2.495
H -3.008 2.995 1.081
H -2.076 4.570 1.178
H 1.861 1.166 -1.906
H 1.435 1.117 -0.192
H 1.988 2.656 -0.906
H -0.917 2.207 -3.561
H -0.103 3.725 -2.918
H 0.881 2.350 -3.402
H -0.527 -0.041 -2.008
H -1.912 1.054 -2.095
C 3.607 3.895 7.002
O 3.229 3.419 5.712
P 4.346 2.859 4.719
O 3.819 2.406 3.421
O 5.082 1.726 5.572
C 4.298 0.602 5.974
O 5.436 4.020 4.676
C 5.879 4.526 3.416
H 2.809 3.650 7.701
H 4.532 3.434 7.354
H 3.732 4.978 6.970
H 3.386 0.510 5.382
H 4.034 0.709 7.028
H 4.894 -0.300 5.848
H 5.595 5.576 3.340
H 5.454 3.982 2.573
H 6.966 4.451 3.370
C 3.055 -5.016 -6.526
O 2.512 -4.255 -5.449
P 1.444 -4.924 -4.470
O 0.965 -4.024 -3.410
O 2.177 -6.243 -3.946
C 3.369 -6.065 -3.180
O 0.339 -5.515 -5.453
C -1.038 -5.197 -5.242
H 4.091 -4.711 -6.667
H 3.032 -6.088 -6.323
H 2.496 -4.809 -7.439
H 3.452 -5.051 -2.786
H 4.234 -6.277 -3.811
H 3.356 -6.767 -2.349
H -1.403 -4.631 -6.100
H -1.200 -4.612 -4.338
H -1.605 -6.125 -5.166
*
```

=====

The calculation returns the following E_tot values, one per record and in order: -11288.51866 -15382.17557 -6379.85221 -10418.09860 -9438.52812 -71441.15764 eV.